No. 1
Here is the molecule C9H12N4OS at a distorted geometry from the Open Molecules 2025 dataset. Energies are from the ωB97M-V functional and the def2-TZVPD basis.

Structure (XYZ):
```
27
Properties=species:S:1:pos:R:3:forces:R:3:nbo_charge:R:1
C 0.105 -2.868 1.890 0.87 3.40 -3.03 -0.5940
C 0.294 -2.691 0.346 -0.56 -0.25 1.17 -0.4059
C -0.831 -2.004 -0.390 0.93 0.24 -2.24 -0.2256
N -0.767 -0.587 -0.125 -0.61 -0.82 -0.04 -0.2779
C -1.749 0.074 0.486 -2.40 1.95 1.15 0.6417
O -2.814 -0.395 0.908 1.42 0.56 -0.59 -0.6200
C -1.217 1.513 0.566 0.17 -1.86 0.29 -0.2383
C -1.590 2.693 1.146 1.13 -0.16 -0.86 0.1192
N -0.710 3.711 1.132 -1.18 -0.36 0.30 -0.4568
C 0.425 3.543 0.495 0.04 0.40 -0.26 0.2636
N 0.884 2.425 -0.136 1.00 2.39 0.86 -0.4699
C 0.081 1.432 0.028 -1.80 -0.70 0.01 0.3663
N 0.367 0.128 -0.334 2.05 -0.36 -2.93 -0.2608
S 0.704 -0.037 -2.343 -1.87 -0.69 2.47 0.3238
C 2.103 0.927 -2.617 1.73 0.49 3.50 -0.8234
H -0.213 -1.881 2.164 -0.16 0.44 1.15 0.1980
H -0.638 -3.547 2.073 -1.60 -1.91 0.76 0.2059
H 1.078 -3.062 2.227 1.02 -0.62 1.20 0.2120
H 0.326 -3.690 0.050 0.40 -1.65 -1.35 0.2041
H 1.232 -2.193 0.088 -0.08 -0.11 0.15 0.2149
H -0.631 -2.127 -1.550 -0.66 0.04 2.20 0.2105
H -1.867 -2.257 -0.148 0.33 -0.39 0.04 0.2545
H -2.554 2.868 1.529 -0.97 0.14 0.69 0.2127
H 0.918 4.518 0.534 1.05 -0.79 -0.70 0.1972
H 2.973 0.350 -2.877 0.47 -0.22 0.31 0.2226
H 2.258 1.667 -1.735 -0.07 -1.38 -1.46 0.2964
H 1.834 1.492 -3.406 -0.64 2.22 -2.79 0.2293
```
Forces are in eV/Å.

Calculated values
**E_HOMO**: -8.78 eV
**Relative energy (zero: lowest compared OMol25 entry of this formula, charge and spin)**: 272.80 kJ/mol

=====

No. 2
Here is the molecule C9H12N4S at a distorted geometry from the Open Molecules 2025 dataset. Energies are from the ωB97M-V functional and the def2-TZVPD basis.

Structure (XYZ):
```
26
Properties=species:S:1:pos:R:3:forces:R:3:nbo_charge:R:1
C 0.781 3.562 -0.973 1.20 -0.74 1.32 -0.7188
S 1.437 1.791 -0.936 0.30 0.57 0.37 0.0230
C 0.720 0.985 0.695 1.75 0.76 -0.54 0.0653
N -0.397 1.825 0.944 1.94 -0.06 1.12 -0.4504
C -1.581 1.506 0.778 -0.76 0.17 0.37 0.2976
N -2.034 0.257 0.395 2.73 -1.36 0.23 -0.2395
N -3.237 0.015 -0.024 -3.09 -0.04 -0.75 -0.2482
C -3.195 -1.120 -0.702 -1.87 0.29 -1.17 -0.0322
C -1.878 -1.566 -0.789 0.80 -1.29 0.59 -0.3710
C -1.148 -0.754 0.036 3.85 2.66 -0.10 0.3472
N 0.503 -0.391 0.424 -6.09 -0.59 -0.03 -0.4542
C 1.470 -1.257 -0.074 0.96 -0.07 -2.74 -0.0789
C 2.382 -1.895 0.893 2.05 -0.81 -0.42 -0.4257
C 1.197 -2.689 0.278 3.05 -0.30 -2.02 -0.4076
H 0.461 3.770 0.069 -0.14 -0.06 -0.88 0.2454
H -0.036 3.422 -1.663 -0.19 0.97 -0.15 0.2218
H 1.586 4.319 -1.205 -0.95 -1.12 -0.27 0.2294
H 1.561 1.066 1.505 -1.67 0.08 -1.37 0.2221
H -2.280 2.299 0.930 -1.05 -0.07 -0.05 0.2060
H -4.107 -1.587 -1.287 1.96 1.29 1.68 0.2259
H -1.657 -2.459 -1.316 0.78 -0.46 -0.16 0.2406
H 1.974 -1.041 -1.146 -1.43 -0.50 2.34 0.2099
H 2.046 -1.776 1.870 0.17 0.79 1.79 0.2133
H 3.565 -1.948 0.798 -2.93 -0.31 -0.28 0.2346
H 1.413 -3.452 -0.486 -0.31 0.44 0.47 0.2212
H 0.453 -2.883 0.987 -1.06 -0.28 0.67 0.2233
```
Forces are in eV/Å.

Calculated values
**E_HOMO**: -8.32 eV
**Relative energy (zero: lowest compared OMol25 entry of this formula, charge and spin)**: 158.13 kJ/mol